1.
Here is a 2-piece molecular cluster, C3H4N2S overall in a non-equilibrium geometry from the OMol25 dataset. Energies are from the ωB97M-V functional and the def2-TZVPD basis.

The calculation puts the total energy at -624.20904 Eh. For the energy relative to the best compared isomer or geometry (same formula, charge and spin), the calculation gives 49.01 kcal/mol. As for the multiplicity: 3. For the lowest unoccupied orbital energy (spin up / spin down), the calculation gives 0.0 / -1.8 eV. The value obtained for the largest force on an atom is 3.4 eV/A. The calculation puts the HOMO-LUMO gap (spin up / spin down) at 8.23 / 6.70 eV. The calculation puts the HOMO energy (spin up / spin down) at -0.3022 / -0.3139 Eh.

Each line ends with the natural charge from an NBO analysis.
Cartesian coordinates (Å):
C  -0.6808  -0.0907  -0.2041  0.2241
C  -0.0154  1.8205  -1.8151  -0.3789
C  -0.5244  0.8789  -1.0555  -0.0588
N  -1.4318  -0.7663  0.4852  -0.5443
N  0.6805  -1.7320  1.7777  -0.9180
S  1.7376  -1.0235  0.8769  0.4511
H  0.7475  2.3437  -1.3747  0.2157
H  -0.5129  1.9780  -2.6966  0.2171
H  0.9829  -2.2634  2.6169  0.3959
H  -0.9831  -1.1451  1.3893  0.3961

***

2.
Here is C3H4N2S as an isolated structure in a non-equilibrium geometry from the OMol25 dataset. Energies are from the ωB97M-V functional and the def2-TZVPD basis.

As for the charge: +2. The calculation puts the total energy at -623.43770 Eh. For the energy relative to the best compared isomer or geometry (same formula, charge and spin), the calculation gives 26.06 kcal/mol. As for the multiplicity: 1. For the lowest unoccupied orbital energy (spin up / spin down), the calculation gives -15.0 / -15.0 eV. The value obtained for the largest force on an atom is 5.8 eV/A. The calculation puts the HOMO-LUMO gap (spin up / spin down) at 7.41 / 7.39 eV. The calculation puts the HOMO energy (spin up / spin down) at -0.8242 / -0.8242 Eh.

Each line ends with the natural charge from an NBO analysis.
Cartesian coordinates (Å):
C  2.2239  -0.9592  -0.0602  0.4825
C  0.1877  -0.1048  -0.0452  0.4627
C  -1.7459  -0.3044  0.0096  -0.3413
N  1.0073  -1.1565  -0.0764  -0.2353
N  1.0089  1.0146  0.0281  -0.6369
S  2.7067  0.6598  0.0035  0.9769
H  -2.0323  -0.3124  -1.0347  0.2686
H  -2.0292  0.4770  0.5828  0.2319
H  -1.8700  -1.2881  0.4528  0.2636
H  0.5427  1.9741  0.1396  0.5273

***

3.
Here is one molecule with the formula C3H4N2S2 in a non-equilibrium geometry from the OMol25 dataset. Energies are from the ωB97M-V functional and the def2-TZVPD basis.

The calculation puts the total energy at -1022.48151 Eh. For the energy relative to the best compared isomer or geometry (same formula, charge and spin), the calculation gives 84.18 kcal/mol. As for the multiplicity: 1. For the lowest unoccupied orbital energy, the calculation gives 0.0 eV. The value obtained for the largest force on an atom is 2.6 eV/A. The calculation puts the HOMO-LUMO gap at 8.74 eV. The calculation puts the HOMO energy at -0.3193 Eh.

Each line ends with the natural charge from an NBO analysis.
Cartesian coordinates (Å):
C  -1.0605  -0.5634  2.4185  0.6925
C  0.2600  -0.3566  0.2818  -0.6049
C  0.7868  0.7714  -2.3383  -0.8110
N  -1.6476  0.3489  1.8530  -0.7167
N  -0.3733  -1.2411  3.1503  -0.6747
S  -1.1037  0.6571  0.2975  0.5724
S  1.1556  -0.5345  -1.1241  0.4135
H  1.6980  1.1994  -2.7691  0.2383
H  0.2352  1.6858  -1.8869  0.2374
H  0.2282  0.2443  -3.1338  0.2330
H  -0.1787  -2.2111  3.2512  0.4202

***

4.
Here is one molecule with the formula C3H4N2S2 in a non-equilibrium geometry from the OMol25 dataset. Energies are from the ωB97M-V functional and the def2-TZVPD basis.

The calculation puts the total energy at -1022.40506 Eh. For the energy relative to the best compared isomer or geometry (same formula, charge and spin), the calculation gives 29.63 kcal/mol. As for the multiplicity: 3. For the lowest unoccupied orbital energy (spin up / spin down), the calculation gives 0.4 / -2.8 eV. The value obtained for the largest force on an atom is 2.6 eV/A. The calculation puts the HOMO-LUMO gap (spin up / spin down) at 6.63 / 6.34 eV. The calculation puts the HOMO energy (spin up / spin down) at -0.2296 / -0.3356 Eh.

Each line ends with the natural charge from an NBO analysis.
Cartesian coordinates (Å):
C  0.2284  1.1014  0.9442  -0.3986
C  1.3641  1.7814  0.4426  0.0030
C  0.1429  -0.1347  0.4036  -0.3900
N  2.0982  1.0964  -0.3923  -0.6120
N  -1.4557  -1.9287  -1.0783  -0.9660
S  1.4180  -0.3787  -0.7094  0.6072
S  -1.6090  -1.4983  0.4787  0.5249
H  -0.4651  1.6050  1.6151  0.2236
H  1.7323  2.7105  1.0516  0.2037
H  -1.3695  -2.8915  -1.0681  0.3931
H  -2.0846  -1.4627  -1.6878  0.4112

***

5.
Here is a 2-piece molecular cluster, C3H4N3O2 overall in a non-equilibrium geometry from the OMol25 dataset. Energies are from the ωB97M-V functional and the def2-TZVPD basis.

As for the charge: +1. The calculation puts the total energy at -431.11942 Eh. For the energy relative to the best compared isomer or geometry (same formula, charge and spin), the calculation gives 70.04 kcal/mol. As for the multiplicity: 1. For the lowest unoccupied orbital energy, the calculation gives -5.1 eV. The value obtained for the largest force on an atom is 5.9 eV/A. The calculation puts the HOMO-LUMO gap at 9.87 eV. The calculation puts the HOMO energy at -0.5501 Eh.

Each line ends with the natural charge from an NBO analysis.
Cartesian coordinates (Å):
C  1.7163  -0.0050  0.7491  0.3108
C  -0.1080  0.8499  -0.7896  1.0093
C  -2.6066  -0.5453  0.3400  0.8758
N  -1.8768  -0.9065  -0.5605  -0.8966
N  0.8181  0.0975  -0.6033  -0.6997
N  2.6250  0.7293  1.0200  -0.4763
O  -0.9069  1.6875  -0.8078  -0.3110
O  -3.0653  -0.0769  1.2315  -0.4084
H  1.3872  -1.0185  1.1565  0.2479
H  -2.2008  -1.8432  -1.0583  0.4483
H  1.2394  -0.5098  -1.2531  0.4761
H  2.9784  1.5410  0.5755  0.4239

***

6.
Here is a 2-piece molecular cluster, C3H4N3O3S2 overall in a non-equilibrium geometry from the OMol25 dataset. Energies are from the ωB97M-V functional and the def2-TZVPD basis.

As for the charge: -1. The calculation puts the total energy at -1303.05531 Eh. For the energy relative to the best compared isomer or geometry (same formula, charge and spin), the calculation gives 19.43 kcal/mol. As for the multiplicity: 1. For the lowest unoccupied orbital energy (spin up / spin down), the calculation gives 3.2 / 3.2 eV. The value obtained for the largest force on an atom is 5.7 eV/A. The calculation puts the HOMO-LUMO gap (spin up / spin down) at 6.65 / 6.69 eV. The calculation puts the HOMO energy (spin up / spin down) at -0.1256 / -0.1271 Eh.

Each line ends with the natural charge from an NBO analysis.
Cartesian coordinates (Å):
C  -2.2997  1.1774  0.1321  0.4724
C  -4.5274  0.3169  0.0876  0.8690
C  -1.6263  2.0367  -0.5399  -0.5572
N  -3.5416  0.7119  -0.4404  -0.5585
N  1.9023  1.5412  0.4532  -0.9792
N  3.6889  0.0233  -0.7396  -1.1529
O  -2.0924  0.5528  1.2917  -0.7213
O  0.1291  1.2371  2.1210  -1.0132
O  -5.6407  0.0779  0.4045  -0.5591
S  1.1116  0.4492  1.3000  1.0051
S  3.1412  1.5210  -0.5314  0.9368
H  -0.8076  2.4536  -0.1978  0.2095
H  -1.8199  2.3343  -1.6527  0.2008
H  -1.2098  0.9840  1.7226  0.5102
H  4.6828  0.0476  -0.9406  0.3376